This record from the OMol25 dataset describes a molecular structure, C4H11MnO3 at a distorted geometry. The level of theory is ωB97M-V/def2-TZVPD.

The value obtained for the HOMO energy (spin up / spin down) is -13.048 / -13.415 eV. The total energy comes out at -1535.3368 Eh. The net charge is +1. For the LUMO energy (spin up / spin down), the calculation gives -4.5 / -5.1 eV. Its expectation value of S² is 8.76. The value obtained for the frontier orbital gap (spin up / spin down) is 8.52 / 8.33 eV. As for the multiplicity: 6.

Each line ends with the Mulliken spin population.
CARTESIAN COORDINATES (ANGSTROEM)
Mn 0.236 -1.152 0.583  4.796
O -0.210 -0.137 -0.952  0.146
O 0.405 -2.771 -1.216  0.006
O 0.350 0.504 1.610  0.030
C 0.120 0.749 2.995  0.013
C -0.162 -1.656 -2.511  0.001
C -0.047 1.229 -0.725  0.021
C 0.090 1.610 0.735  -0.001
H 0.046 -2.427 -3.264  0.001
H -0.939 0.999 3.148  -0.001
H -0.842 2.087 1.068  -0.008
H 0.861 1.559 -1.261  -0.009
H -1.253 -1.633 -2.375  0.002
H 0.753 1.578 3.337  0.005
H -0.921 1.764 -1.135  0.006
H 0.387 -0.155 3.550  -0.006
H 0.943 2.292 0.858  -0.002
H 0.275 -0.854 -3.127  0.000
H -0.091 -3.585 -1.317  0.002